[1]
The molecule C4H6O2. Source: the Open Molecules 2025 dataset; level of theory: ωB97M-V/def2-TZVPD.

Summary:
Energy relative to the best compared isomer or geometry (same formula, charge and spin) (kcal per mole): 31.28
Frontier orbital gap (hartree): 0.3915
SMILES: O=CCCC=O

```
! RIJCOSX wB97M-V def2-TZVPD def2/J DEFGRID3
* xyz 0 1
O -0.776 -1.415 -0.715
C 0.256 -1.473 -0.080
C 0.812 -0.245 0.550
C -0.331 0.760 0.624
C -0.751 0.962 -0.830
O 0.057 1.141 -1.712
H 0.892 -2.370 -0.117
H 1.416 -0.029 -0.352
H 1.501 -0.330 1.397
H -1.188 0.353 1.177
H -0.052 1.715 1.087
H -1.835 0.930 -1.031
*
```

And the Mulliken charges, in e, turn out to be:
1. O -0.4693
2. C 0.1116
3. C -0.6788
4. C -0.4564
5. C 0.0920
6. O -0.5049
7. H 0.3667
8. H 0.2735
9. H 0.3837
10. H 0.2456
11. H 0.3188
12. H 0.3174

=====

[2]
A structure of composition C27H43BrN2OP2Pb. Source: the Open Molecules 2025 dataset; level of theory: ωB97M-V/def2-TZVPD.

Summary:
Frontier orbital gap (alpha / beta) (hartree): 0.1561 / 0.1847

```
! RIJCOSX wB97M-V def2-TZVPD def2/J DEFGRID3
* xyz 2 1
C 5.194 -1.595 -1.026
C 5.055 -0.752 0.090
C 6.228 -0.327 0.747
C 7.456 -0.872 0.332
N 7.549 -1.725 -0.682
C 6.465 -2.077 -1.365
C 3.711 -0.396 0.538
C 2.455 -0.744 0.373
C 1.387 -1.442 -0.300
C 0.932 -1.051 -1.577
C -0.395 -1.280 -1.924
C -1.271 -1.797 -0.957
C -0.730 -2.530 0.115
C 0.629 -2.406 0.398
Pb 2.495 0.955 1.726
P -1.555 2.065 -0.902
H 6.199 0.362 1.586
H 4.324 -1.906 -1.599
H 8.381 -0.612 0.857
H 6.578 -2.775 -2.199
H 1.115 -2.973 1.199
H 1.590 -0.509 -2.264
H -1.377 -3.155 0.722
H -0.775 -0.974 -2.892
C -3.248 2.713 -0.543
C -3.525 4.187 -0.822
H -3.411 2.489 0.523
H -3.945 2.074 -1.108
H -4.580 4.399 -0.607
H -2.925 4.856 -0.193
H -3.360 4.453 -1.873
C -0.475 3.556 -0.997
C 0.927 3.260 -1.540
H -0.417 3.955 0.029
H -0.978 4.319 -1.608
H 1.598 4.098 -1.307
H 1.367 2.352 -1.099
H 0.913 3.146 -2.632
C -1.706 1.618 -2.688
C -2.181 2.706 -3.652
H -2.394 0.756 -2.697
H -0.725 1.231 -3.003
H -2.126 2.308 -4.674
H -3.225 2.996 -3.474
H -1.548 3.604 -3.617
Br -3.062 -1.380 -1.049
P -0.002 0.332 3.430
C -0.495 1.629 2.180
C -1.485 2.602 2.842
H -0.920 1.134 1.288
H 0.378 2.221 1.847
H -1.837 3.348 2.120
H -2.358 2.088 3.264
H -0.980 3.141 3.656
C -1.449 -0.779 3.105
C -2.384 -0.911 4.318
H -1.066 -1.769 2.812
H -2.030 -0.399 2.249
H -3.219 -1.588 4.097
H -1.860 -1.320 5.187
H -2.817 0.053 4.603
C 1.337 -0.958 3.720
C 2.633 -0.451 4.390
H 1.544 -1.439 2.737
H 0.844 -1.699 4.364
H 3.523 -0.801 3.849
H 2.663 0.648 4.488
H 2.705 -0.860 5.411
C -2.215 -3.954 -3.961
C -2.516 -4.597 -2.637
N -3.840 -4.894 -2.454
O -1.671 -4.856 -1.779
H -2.619 -4.564 -4.777
H -1.136 -3.857 -4.084
H -2.665 -2.957 -4.017
H -4.130 -5.200 -1.541
H -4.542 -4.522 -3.071
*
```

And the Mulliken charges, in e, turn out to be:
1. C -0.4101
2. C 0.9174
3. C -0.4721
4. C -0.3694
5. N -0.5237
6. C -0.3957
7. C -0.7604
8. C -0.4362
9. C 0.5917
10. C 0.0377
11. C -1.0601
12. C -0.0560
13. C -0.9011
14. C -0.4802
15. Pb 0.6768
16. P 0.7935
17. H 0.4144
18. H 0.3667
19. H 0.3741
20. H 0.3749
21. H 0.7321
22. H 0.5562
23. H 0.7372
24. H 0.9793
25. C -0.7399
26. C -1.3721
27. H 0.4784
28. H 0.4239
29. H 0.4400
30. H 0.2971
31. H 0.2808
32. C -0.7368
33. C -1.2714
34. H 0.4249
35. H 0.5606
36. H 0.4129
37. H 0.0937
38. H 0.2898
39. C -0.1952
40. C -1.5368
41. H 0.3121
42. H 0.3055
43. H 0.4551
44. H 0.2704
45. H 0.3076
46. Br 0.0376
47. P 0.4018
48. C 0.7071
49. C -1.3994
50. H -0.7046
51. H 0.2431
52. H 0.3762
53. H 0.3096
54. H 0.4318
55. C -0.1116
56. C -1.2965
57. H 0.3088
58. H 0.1507
59. H 0.4105
60. H 0.3399
61. H 0.3248
62. C 0.0091
63. C -1.4580
64. H -0.2151
65. H 0.6795
66. H 0.3978
67. H 0.4408
68. H 0.3816
69. C -1.0774
70. C 0.7139
71. N -0.3908
72. O -0.6136
73. H 0.4269
74. H 0.2753
75. H 0.2675
76. H 0.2360
77. H 0.2088

=====

[3]
A cluster of 6 separate species, C37H65NO14 in total. Source: the Open Molecules 2025 dataset; level of theory: ωB97M-V/def2-TZVPD.

Summary:
Frontier orbital gap (hartree): 0.3215
SMILES: CCCCC[C@]1(c2ccncc2)OC(=O)O[C@H]1COCCC.CCOC(C)=O.CCOC(C)=O.CCOC(C)=O.CCOC(C)=O.CCOC(C)=O

```
! RIJCOSX wB97M-V def2-TZVPD def2/J DEFGRID3
* xyz 0 1
C -0.983 -1.969 -0.933
C -1.787 -2.962 -1.985
C -1.588 -4.499 -1.440
C -0.823 -5.486 -2.529
C 0.810 -5.385 -2.501
C 1.482 -4.474 -3.682
C 3.154 -4.479 -3.745
C 4.017 -5.642 -4.579
C 5.648 -5.486 -4.593
N 6.484 -4.438 -3.916
C 5.695 -3.408 -3.158
C 4.070 -3.312 -2.974
O 1.227 -3.084 -3.174
C 1.179 -2.168 -4.358
O 1.041 -0.838 -4.409
O 1.380 -3.042 -5.557
C 0.742 -4.300 -5.132
C 0.784 -5.506 -6.241
O 1.224 -4.872 -7.526
C 0.072 -4.597 -8.397
C -0.728 -3.211 -8.037
C -2.058 -3.099 -9.005
H -1.352 -2.242 0.166
H -1.161 -0.835 -1.170
H 0.185 -2.141 -0.932
H -2.926 -2.631 -1.927
H -1.437 -2.847 -3.104
H -1.028 -4.452 -0.413
H -2.677 -4.926 -1.202
H -1.093 -6.596 -2.183
H -1.320 -5.350 -3.578
H 1.099 -4.918 -1.441
H 1.247 -6.486 -2.482
H 3.505 -6.536 -5.136
H 6.240 -6.308 -5.226
H 6.328 -2.550 -2.619
H 3.613 -2.454 -2.324
H -0.380 -3.940 -4.948
H -0.323 -5.941 -6.331
H 1.501 -6.393 -5.979
H -0.692 -5.496 -8.447
H 0.490 -4.473 -9.505
H -1.112 -3.162 -6.921
H -0.082 -2.253 -8.224
H -1.758 -2.766 -10.109
H -2.836 -2.279 -8.630
H -2.643 -4.113 -9.084
C -1.140 0.258 4.342
C -1.715 -0.855 3.489
O -0.711 -1.398 2.611
C 0.185 -2.351 2.962
C 0.343 -2.699 4.411
O 0.906 -2.868 2.111
H -0.336 -0.102 4.991
H -1.917 0.702 4.971
H -0.708 1.040 3.709
H -2.183 -1.646 4.084
H -2.501 -0.445 2.846
H 1.181 -2.131 4.825
H 0.558 -3.769 4.489
H -0.547 -2.523 5.011
C 10.017 1.283 -2.421
C 10.095 0.346 -1.232
O 9.385 0.889 -0.104
C 8.051 0.770 0.097
C 7.190 0.277 -1.027
O 7.550 1.129 1.160
H 8.986 1.429 -2.756
H 10.599 0.892 -3.260
H 10.404 2.272 -2.153
H 9.743 -0.664 -1.467
H 11.140 0.245 -0.922
H 6.767 1.137 -1.556
H 6.377 -0.322 -0.604
H 7.707 -0.367 -1.734
C -1.943 6.148 4.706
C -1.383 5.492 3.460
O -1.529 4.062 3.523
C -2.651 3.386 3.177
C -3.920 4.153 2.957
O -2.641 2.159 3.115
H -3.015 5.960 4.817
H -1.785 7.230 4.678
H -1.459 5.743 5.602
H -1.822 5.890 2.539
H -0.307 5.692 3.402
H -4.511 4.136 3.878
H -4.485 3.666 2.156
H -3.769 5.182 2.642
C -7.938 -1.572 4.839
C -6.730 -0.754 5.249
O -5.758 -1.576 5.920
C -4.828 -2.336 5.294
C -4.952 -2.563 3.817
O -3.940 -2.887 5.940
H -7.673 -2.362 4.130
H -8.696 -0.935 4.374
H -8.378 -2.066 5.711
H -6.276 -0.219 4.407
H -7.041 0.010 5.969
H -5.463 -3.515 3.645
H -3.946 -2.611 3.388
H -5.472 -1.769 3.287
C -3.406 11.676 3.754
C -2.413 11.710 4.898
O -1.895 10.394 5.167
C -0.863 9.822 4.503
C -0.374 10.458 3.237
O -0.386 8.759 4.896
H -2.941 11.340 2.823
H -3.835 12.668 3.585
H -4.217 10.973 3.973
H -1.599 12.424 4.731
H -2.926 12.034 5.810
H -0.851 9.967 2.384
H 0.710 10.317 3.175
H -0.546 11.530 3.183
*
```

Atom charges from the Mulliken analysis, given in e for atoms 1 to 99:
1. C -0.6638
2. C 0.0227
3. C -0.7027
4. C -0.4737
5. C -0.7242
6. C 1.2019
7. C -0.0874
8. C -0.3114
9. C -0.2228
10. N -0.4874
11. C -0.0239
12. C -0.3471
13. O -0.3192
14. C 0.4379
15. O -0.5942
16. O -0.3880
17. C 0.1392
18. C -0.4070
19. O -0.3469
20. C -0.5741
21. C 0.2220
22. C -1.0409
23. H 0.0740
24. H 0.3323
25. H 0.0743
26. H 0.3634
27. H -0.1037
28. H 0.2519
29. H 0.3044
30. H 0.3513
31. H 0.2167
32. H 0.3293
33. H 0.3639
34. H 0.1328
35. H 0.2775
36. H 0.0897
37. H 0.2867
38. H 0.2933
39. H 0.2734
40. H 0.1956
41. H 0.2663
42. H 0.2516
43. H -0.0446
44. H 0.2337
45. H 0.2711
46. H 0.3018
47. H 0.2890
48. C -1.2557
49. C 0.0480
50. O -0.4174
51. C 0.8285
52. C -1.0300
53. O -0.5997
54. H 0.3472
55. H 0.3345
56. H 0.3025
57. H 0.0972
58. H 0.4283
59. H 0.2746
60. H 0.3135
61. H 0.3050
62. C -0.9233
63. C -0.3520
64. O -0.3677
65. C 0.7061
66. C -0.7406
67. O -0.5811
68. H 0.2684
69. H 0.3390
70. H 0.3003
71. H 0.3229
72. H 0.3029
73. H 0.2737
74. H 0.2940
75. H 0.1645
76. C -0.4476
77. C -0.4436
78. O -0.3509
79. C 0.7975
80. C -1.1378
81. O -0.5076
82. H 0.2672
83. H -0.0727
84. H 0.3016
85. H 0.3457
86. H 0.3069
87. H 0.2463
88. H 0.3297
89. H 0.3670
90. C -0.9484
91. C -0.3088
92. O -0.3691
93. C 0.8098
94. C -0.8022
95. O -0.6052
96. H 0.2752
97. H 0.3513
98. H 0.2925
99. H 0.2744

=====

[4]
A cluster of 2 separate species, CH2NO3S in total. Source: the Open Molecules 2025 dataset; level of theory: ωB97M-V/def2-TZVPD.

Summary:
Energy relative to the best compared isomer or geometry (same formula, charge and spin) (kcal per mole): 43.68
Frontier orbital gap (alpha / beta) (hartree): 0.2298 / 0.2299

```
! RIJCOSX wB97M-V def2-TZVPD def2/J DEFGRID3
* xyz -1 1
C 0.504 1.085 -0.095
N 1.357 0.320 0.421
O -0.657 -1.647 -0.690
O 0.117 2.101 -0.599
O -2.203 -0.565 1.006
S -1.635 -0.341 -0.326
H 2.397 0.671 0.514
H 0.121 -1.623 -0.231
*
```

And the Mulliken charges, in e, turn out to be:
1. C 0.5439
2. N -0.6564
3. O -0.5008
4. O -0.5055
5. O -0.5728
6. S 0.1719
7. H 0.2073
8. H 0.3124

=====

no.,electronic energy (Ha),F_max (eV Å⁻¹)
1,-306.45645,0.9
2,-4688.15979,4.0
3,-2556.43920,9.6
4,-717.97181,4.5